Entry 1:
13
Properties=species:S:1:pos:R:3:nbo_charge:R:1 method="wB97M-V/def2-TZVPD" homo_lumo_gap_ev=9.92 de_lowest_kj_mol=280.4 smiles="O=c1cc[nH][nH]1.O" charge=0 e_tot_ev=-10281.8913
O 1.48373 -1.34058 0.47808 -0.6369
C 0.35900 -0.97334 0.32464 0.6227
C -0.77170 -0.84443 1.31588 -0.3524
C -1.83336 -0.34273 0.69105 -0.0170
N -1.59297 -0.30942 -0.65713 -0.3993
N -0.19766 -0.49574 -0.80264 -0.4401
H -0.76961 -1.14898 2.31057 0.2234
H -2.83902 -0.21544 1.06292 0.2220
H -1.62968 0.69407 -0.80949 0.3676
H 0.13979 -0.51322 -1.72481 0.4060
O 2.26160 0.81412 -0.67323 -0.9526
H 2.77337 0.48882 0.09390 0.4902
H 2.68530 0.44022 -1.46116 0.4664

---

Entry 2:
108
Properties=species:S:1:pos:R:3:lowdin_spin:R:1 method="wB97M-V/def2-TZVPD" homo_lumo_gap_ev=7.71 de_lowest_kj_mol=0.0 multiplicity=3 charge=0 e_tot_ev=-88605.8303
C -0.79462 7.88533 0.45817 0.0000
C -0.61562 7.10625 -0.95019 0.0000
C -0.32420 8.11734 -2.14616 0.0000
N 0.49640 7.53951 -3.25601 0.0000
Si -0.35886 6.11280 -3.93859 0.0000
C -0.46128 6.30111 -5.84170 0.0000
O -1.86421 6.64813 -6.18363 0.0000
N -2.39421 5.46339 -6.67260 0.0000
O -3.20367 5.02798 -5.92626 0.0000
O 0.22269 4.60294 -3.35875 0.0000
Si 1.79440 4.16765 -3.90618 0.0000
C 2.42512 2.82876 -2.65082 0.0000
C 3.00095 1.51429 -3.35178 0.0000
C 3.17076 0.38423 -2.19762 0.0000
C 2.24976 -0.89879 -2.43719 0.0000
O 1.20572 -0.93954 -1.42246 -0.0001
C 0.11866 -0.07025 -1.82093 0.0000
C 3.10236 5.55887 -3.90118 0.0000
C 3.34823 6.25984 -2.51437 0.0000
O 3.34110 5.73331 -1.39934 0.0000
O 3.55491 7.66341 -2.55393 0.0000
P 1.78175 3.35690 -6.00374 0.0000
O 0.72185 1.97381 -5.97724 0.0000
I 4.05792 2.68445 -6.67319 0.0000
H -1.87571 8.25951 0.52103 0.0000
H -0.08508 8.76266 0.55025 0.0000
H -0.69436 7.14982 1.32780 0.0000
H 0.25169 6.37246 -0.79806 0.0000
H -1.58686 6.51939 -1.08172 0.0000
H -1.34297 8.38877 -2.60441 0.0000
H 0.09051 9.07824 -1.70621 0.0000
H 0.59039 8.28036 -3.95928 0.0000
H -1.74675 6.23622 -3.43798 0.0000
H -0.22464 5.37171 -6.44560 0.0000
H 0.15317 7.18061 -6.24610 0.0000
H 3.22802 3.22150 -1.95877 0.0000
H 1.52217 2.49668 -2.03089 0.0000
H 2.32842 1.05465 -4.13571 0.0000
H 4.05692 1.73355 -3.73274 0.0000
H 4.27409 0.11212 -2.08647 0.0000
H 2.84594 0.85746 -1.22330 0.0000
H 2.88528 -1.83010 -2.23660 0.0000
H 1.84502 -0.99830 -3.49307 0.0000
H 0.24131 0.32954 -2.88108 0.0000
H -0.84743 -0.68494 -1.81261 0.0000
H 0.04693 0.83765 -1.13541 0.0000
H 4.09792 5.06520 -4.19305 0.0000
H 2.93544 6.35733 -4.70658 0.0000
H 3.52176 8.01035 -1.64064 0.0000
H -0.14399 2.38456 -5.74806 0.0000
C 0.75296 -4.56861 -1.60277 0.0017
C 0.41018 -4.50125 -0.09088 0.0241
C 1.69351 -4.23313 0.72115 0.0136
C 2.61508 -5.44773 0.81383 0.0008
C 1.85624 -6.66962 1.32257 0.0133
C 0.57946 -6.96580 0.51169 0.0246
N -0.27875 -5.75850 0.33025 0.3317
O -0.89369 -5.51901 1.50623 0.5822
C 0.97036 -7.54569 -0.86859 0.0013
C -0.18213 -8.12812 1.18959 -0.0009
C -0.50928 -3.26495 0.02722 -0.0005
H 0.64049 -3.59485 -2.08736 -0.0004
H 1.78270 -4.87677 -1.79301 -0.0001
H 0.08291 -5.24666 -2.13760 0.0013
H 1.43229 -3.92102 1.73956 0.0026
H 2.24686 -3.39649 0.28166 0.0010
H 3.07296 -5.65911 -0.15785 0.0003
H 3.44361 -5.22548 1.49349 0.0008
H 2.52135 -7.53862 1.30404 0.0010
H 1.59860 -6.50557 2.37511 0.0027
H 0.08637 -7.68449 -1.49895 0.0012
H 1.43899 -8.52785 -0.75881 -0.0004
H 1.68717 -6.93683 -1.41528 0.0000
H -0.43138 -7.91576 2.23156 -0.0007
H 0.42602 -9.03728 1.19776 -0.0003
H -1.10812 -8.35804 0.65659 0.0002
H -1.43007 -3.40442 -0.54687 0.0002
H -0.00855 -2.37366 -0.35978 -0.0002
H -0.78113 -3.03620 1.05933 -0.0006
C -3.54034 -1.99700 6.91304 0.0016
C -3.77470 -1.42874 5.48791 0.0241
C -4.06475 -2.58492 4.50866 0.0133
C -2.82539 -3.40642 4.15868 0.0006
C -1.69677 -2.50601 3.66886 0.0133
C -1.37845 -1.35490 4.64235 0.0245
N -2.59882 -0.60884 5.06896 0.3288
O -2.98267 0.16517 4.03404 0.5856
C -0.64638 -1.91907 5.88333 0.0013
C -0.32430 -0.43004 3.99114 -0.0008
C -5.05808 -0.57618 5.63260 -0.0008
H -4.46378 -2.02006 7.49786 -0.0004
H -3.16878 -3.02296 6.90650 -0.0001
H -2.84279 -1.37840 7.48325 0.0014
H -4.48840 -2.18817 3.57845 0.0026
H -4.82736 -3.24953 4.92839 0.0010
H -2.49746 -3.99611 5.02080 0.0003
H -3.07646 -4.13106 3.37835 0.0006
H -0.80222 -3.11385 3.50073 0.0010
H -1.97678 -2.09916 2.69088 0.0025
H -0.48461 -1.13640 6.63143 0.0012
H 0.33970 -2.30552 5.61029 -0.0004
H -1.16484 -2.74697 6.36212 0.0000
H -0.65034 -0.03576 3.02609 -0.0007
H 0.60545 -0.97476 3.80274 -0.0003
H -0.08332 0.41453 4.64179 0.0002
H -4.90228 0.25044 6.33105 0.0002
H -5.88200 -1.18457 6.01460 -0.0003
H -5.40114 -0.16195 4.68216 -0.0007

---

Entry 3:
59
Properties=species:S:1:pos:R:3:nbo_charge:R:1 method="wB97M-V/def2-TZVPD" homo_lumo_gap_ev=4.94 charge=-1 e_tot_ev=-34672.6920
C 0.33673 -0.33010 5.83401 -0.6364
C 0.70109 -1.41083 4.63011 -0.4138
C -0.48578 -1.51773 3.50255 -0.4343
C -0.76723 -3.10620 3.21590 -0.1893
N -2.09330 -3.63111 3.71142 -0.8599
B -2.34935 -3.33991 5.17550 -0.3098
P -3.98911 -2.27843 5.21103 0.7584
C -4.19297 -1.27885 3.58621 -0.9861
O -3.86762 -1.15016 6.57873 -0.9886
H -0.56308 0.36041 5.54529 0.2009
H 1.24723 0.37303 6.09812 0.1900
H 0.06321 -0.92634 6.80635 0.2249
H 0.83104 -2.45919 5.17454 0.2202
H 1.73884 -1.14230 4.10569 0.1885
H -0.02183 -1.07867 2.49366 0.1901
H -1.43695 -0.87045 3.71733 0.2298
H -0.78842 -3.23038 2.02834 0.1458
H 0.12905 -3.78330 3.57846 0.1542
H -2.04433 -4.69129 3.64868 0.3506
H -2.55675 -4.38685 5.71881 -0.0462
H -1.46286 -2.83464 5.75530 -0.0708
H -5.30340 -1.11099 3.25781 0.2108
H -3.69729 -0.20567 3.75186 0.1825
H -3.60428 -1.73902 2.66105 0.2412
H -3.10721 -0.51982 6.34756 0.4476
C 1.14756 -1.91218 -3.00601 -0.6149
C 2.32676 -1.48822 -2.13361 -0.0806
C 1.98199 -1.40287 -0.62908 -0.0773
O 1.23225 -0.24101 -0.26086 -0.5505
C -0.16284 -0.34073 -0.50492 -0.2522
N 2.85989 -0.21393 -2.63870 -0.8303
H 0.42917 -1.10442 -3.16663 0.2001
H 1.50025 -2.22184 -3.99628 0.2120
H 0.61614 -2.76072 -2.56303 0.2081
H 3.10336 -2.25423 -2.24847 0.1847
H 2.92300 -1.33346 -0.07095 0.1828
H 1.48210 -2.31412 -0.27704 0.1749
H -0.53761 -1.35725 -0.35152 0.1824
H -0.38892 0.00218 -1.51618 0.1519
H -0.67815 0.32644 0.19090 0.1982
H 3.70621 0.01540 -2.11517 0.3518
H 2.20111 0.52036 -2.36533 0.3596
C 2.01559 3.00173 -5.73314 -0.6161
C 1.05740 2.74907 -4.57152 -0.0843
C -0.32840 3.40760 -4.76029 -0.0767
O -0.34680 4.81959 -4.52885 -0.5498
C 0.09807 5.60060 -5.62789 -0.2481
N 1.69741 3.18628 -3.32155 -0.8255
H 2.43854 4.00935 -5.72017 0.1988
H 2.86004 2.30483 -5.68686 0.2265
H 1.51478 2.85236 -6.69519 0.1991
H 0.89968 1.66510 -4.51487 0.1971
H -1.00936 2.97963 -4.01534 0.1872
H -0.75790 3.17030 -5.74183 0.1626
H -0.17892 5.15710 -6.58907 0.1677
H 1.17856 5.74357 -5.56935 0.1653
H -0.36804 6.58662 -5.55493 0.1866
H 1.09516 2.92600 -2.53894 0.3539
H 1.67647 4.20968 -3.31167 0.3551

---

Entry 4:
17
Properties=species:S:1:pos:R:3:nbo_charge:R:1 method="wB97M-V/def2-TZVPD" homo_lumo_gap_ev=8.49 de_lowest_kj_mol=547.9 charge=0 e_tot_ev=-7754.4051
C -1.50828 1.07430 0.16444 -0.6787
C -0.60753 -0.12968 0.07685 0.2188
C -1.00438 -1.33341 0.52142 -0.4450
H -0.25643 0.26183 -2.10383 -0.3663
H -1.06035 1.97661 -0.26276 0.2476
H -1.75592 1.29269 1.21327 0.2232
H -2.42281 0.87991 -0.40778 0.2404
H -2.05959 -1.51370 0.68379 0.2176
H -0.38055 -2.21692 0.51304 0.1973
N 0.82506 0.14383 -0.23341 -0.2253
N 1.69053 -0.97666 -0.44571 -0.6567
N 1.40835 1.12457 0.63111 -0.6418
H 0.57752 0.51192 -1.46309 0.2242
H 1.32463 -1.38995 -1.32259 0.3825
H 1.57630 -1.63230 0.33459 0.3426
H 1.22766 0.83240 1.59773 0.3415
H 2.42577 1.09457 0.50292 0.3780

---

Entry 5:
72
Properties=species:S:1:pos:R:3:mulliken_charge:R:1 method="wB97M-V/def2-TZVPD" homo_lumo_gap_ev=7.56 charge=+2 e_tot_ev=-55288.9706
La 0.76270 0.01243 -0.16865 2.0304
C -2.01522 0.59222 4.08966 -0.9966
N -2.07475 1.64838 3.07845 0.2191
C -2.86594 2.82907 3.44480 -1.1408
C -1.46373 1.51670 1.91475 0.2785
O -0.77205 0.51745 1.62030 -0.3039
C -1.56131 2.65593 0.90774 -1.4669
O -1.10542 2.25010 -0.36182 -0.1103
C -2.07574 2.10203 -1.37753 -1.5767
C -2.32811 0.62477 -1.65744 0.8484
O -1.58702 -0.22004 -1.12145 -0.5416
N -3.31736 0.29815 -2.47549 0.1406
C -4.18251 1.27841 -3.13438 -1.0865
C -3.61522 -1.10510 -2.76512 -0.9758
H -3.02377 0.38721 4.44557 0.4386
H -1.58979 -0.30684 3.65904 0.1875
H -1.40597 0.92059 4.93219 0.3378
H -3.92833 2.65029 3.27883 0.3198
H -2.71073 3.03170 4.50205 0.3793
H -2.55369 3.70972 2.89404 0.4775
H -2.57412 3.05022 0.84718 0.6404
H -0.90266 3.45913 1.25197 0.4623
H -3.00310 2.61254 -1.11543 0.6470
H -1.67451 2.57140 -2.27746 0.5633
H -3.71459 2.25560 -3.19199 0.4400
H -4.36985 0.94309 -4.15211 0.3639
H -5.13879 1.36310 -2.61730 0.3137
H -3.00476 -1.74639 -2.14049 0.2216
H -4.66938 -1.29429 -2.56651 0.3762
H -3.41224 -1.31581 -3.81509 0.3348
N 2.22056 3.74750 -2.83569 -0.4100
C 1.98414 2.56356 -2.24795 0.5494
S 2.02989 2.51726 -0.50185 -0.5878
N 1.78542 1.56240 -3.07840 -1.5475
N 1.45202 0.36350 -2.51335 0.9095
C 1.53446 -0.63310 -3.31360 -0.5603
C 1.10454 -1.98444 -2.92672 0.6638
C 1.16292 -3.00834 -3.85974 -0.8803
C 0.69304 -4.26479 -3.51474 -0.5176
C 0.17233 -4.45649 -2.24616 -0.8802
C 0.16625 -3.38707 -1.36926 -0.5628
N 0.62580 -2.17562 -1.68408 0.6896
H 2.52385 4.52588 -2.27889 0.2102
H 2.33763 3.77949 -3.83528 0.2548
H 1.89509 -0.46390 -4.32493 0.4387
H 1.56644 -2.80934 -4.84390 0.5179
H 0.72760 -5.07842 -4.22700 0.4500
H -0.21858 -5.41526 -1.93525 0.4952
H -0.21835 -3.50869 -0.36496 0.4758
C -0.29857 -2.63118 2.20640 -1.2647
O 0.82114 -2.13980 1.46948 0.4199
C 2.07139 -2.53344 2.03659 -0.5460
C 3.13432 -2.36641 0.98294 -0.8621
O 3.12742 -1.04901 0.42193 -0.1363
C 4.05277 -0.10544 0.98711 -0.7985
C 3.57044 0.44127 2.30717 -0.5988
O 2.18187 0.77103 2.20874 0.0937
C 1.83465 1.95129 2.93974 -0.9086
H -0.32144 -3.72162 2.17201 0.4535
H -0.24002 -2.30904 3.24766 0.3028
H -1.20089 -2.22693 1.75366 0.2784
H 2.26216 -1.93303 2.92805 0.2171
H 2.03289 -3.58670 2.32720 0.5368
H 4.11694 -2.59274 1.39941 0.4891
H 2.94110 -3.05131 0.15837 0.3017
H 5.03158 -0.57293 1.10666 0.4304
H 4.12791 0.69490 0.25629 0.3023
H 3.70564 -0.27296 3.12243 0.2833
H 4.16316 1.32918 2.53528 0.5993
H 2.45981 2.04623 3.82721 0.5235
H 1.95818 2.83926 2.31764 0.3428
H 0.80042 1.85350 3.26143 0.0103